# 1
Molecular formula: C22H42Cl4F20HfNO14P3S2
Method: DFT, ωB97M-V/def2-TZVPD

Last column: Löwdin charge in e.
Positions of all 109 atoms, in Å:
Hf 1.551 -0.793 -1.900  2.207
P 4.390 0.610 -1.111  0.224
F 5.811 0.029 -1.526  -0.080
F 4.716 2.090 -1.561  -0.068
F 3.659 0.322 -2.557  -0.181
F 2.830 0.844 -0.608  -0.206
F 3.955 -0.941 -0.809  -0.192
F 4.885 0.850 0.391  -0.092
P -1.184 0.250 -0.394  0.217
F -0.534 -1.209 -0.808  -0.223
F -2.627 -0.334 -0.498  -0.056
F -1.036 -0.302 1.132  -0.115
F -1.590 1.738 -0.053  -0.066
F 0.433 0.589 -0.329  -0.225
F -1.051 0.673 -1.945  -0.137
P -1.467 -2.063 -4.224  0.219
F -0.706 -3.478 -4.335  -0.129
F -2.163 -2.563 -2.862  -0.134
F -0.127 -1.545 -3.300  -0.266
F -2.037 -0.565 -4.049  -0.136
F -0.772 -1.598 -5.589  -0.126
F -2.789 -2.571 -5.012  -0.131
N 2.216 -2.911 -2.006  -0.382
S 1.527 -4.316 -1.560  0.501
O 2.006 -4.899 -0.344  -0.216
O 1.013 -5.100 -2.637  -0.197
F 0.232 -3.534 -0.992  -0.203
S 3.706 -3.748 -2.382  0.599
O 3.789 -4.477 -3.619  -0.204
O 4.470 -4.023 -1.203  -0.204
F 4.435 -2.390 -2.849  -0.201
Cl -5.452 2.366 -3.198  0.530
C -4.332 2.728 -1.847  -0.644
C -4.910 2.284 -0.541  -0.687
Cl -6.554 2.858 -0.172  0.553
H -4.108 3.780 -2.023  0.066
H -3.394 2.217 -2.063  0.048
H -4.317 2.641 0.302  0.056
H -4.818 1.198 -0.518  0.066
Cl -5.607 -4.791 -1.609  0.528
C -4.058 -4.474 -0.744  -0.617
C -4.048 -3.063 -0.189  -0.622
Cl -5.111 -2.888 1.276  0.574
H -3.308 -4.557 -1.528  0.060
H -4.022 -5.269 -0.007  0.061
H -4.442 -2.326 -0.881  0.059
H -3.051 -2.754 0.116  0.052
C -2.844 -1.790 3.664  -0.142
O -3.368 -0.741 4.436  -0.193
C -4.723 -0.423 4.162  -0.182
C -4.897 0.410 2.864  -0.194
O -4.297 1.687 2.949  -0.185
C -2.895 1.723 3.059  -0.126
H -3.297 -2.730 4.009  0.086
H -1.774 -1.901 3.847  0.080
H -3.017 -1.812 2.585  0.033
H -5.112 0.180 4.983  0.127
H -5.328 -1.336 4.153  0.116
H -5.947 0.702 2.805  0.131
H -4.491 -0.136 2.008  0.085
H -2.435 0.826 2.645  0.060
H -2.536 1.947 4.066  0.091
H -2.483 2.548 2.467  0.076
C 2.401 6.566 1.783  -0.108
O 2.110 5.199 1.574  -0.172
C 2.937 4.359 2.342  -0.233
C 2.832 2.921 1.884  -0.213
O 1.505 2.442 1.810  -0.210
C 0.777 2.399 3.037  -0.062
H 1.657 7.187 1.291  0.088
H 3.374 6.810 1.342  0.087
H 2.470 6.843 2.838  0.089
H 2.648 4.472 3.397  0.125
H 3.992 4.658 2.306  0.132
H 3.446 2.312 2.553  0.115
H 3.200 2.991 0.860  0.114
H 1.499 2.256 3.847  0.091
H 0.119 1.532 2.989  0.078
H 0.219 3.332 3.124  0.098
C 1.077 2.704 -1.944  -0.042
O 1.322 1.438 -2.583  -0.322
C 1.291 1.684 -3.994  -0.138
C 2.074 0.656 -4.815  -0.144
O 2.024 -0.618 -4.173  -0.332
C 2.387 -1.674 -5.078  -0.041
H 0.015 2.928 -2.005  0.110
H 1.761 3.528 -2.150  0.120
H 1.295 2.629 -0.874  0.079
H 1.748 2.639 -4.252  0.139
H 0.291 1.702 -4.431  0.148
H 3.054 1.016 -5.131  0.143
H 1.521 0.541 -5.751  0.141
H 2.279 -2.651 -4.619  0.074
H 3.435 -1.583 -5.378  0.113
H 1.877 -1.641 -6.041  0.110
C 2.745 -0.528 2.403  0.089
C 3.046 -0.595 3.704  -0.216
C 2.439 -1.672 4.552  -0.293
O 2.511 -1.694 5.753  0.150
C 1.651 -2.686 3.784  0.094
C 1.403 -2.585 2.474  -0.206
C 1.885 -1.435 1.661  -0.237
O 1.786 -1.376 0.448  -0.028
O 0.585 -3.457 1.835  0.092
O 3.824 0.257 4.353  0.133
H 3.171 0.281 1.825  0.100
H 1.268 -3.567 4.283  0.137
H 0.529 -4.275 2.344  0.130
H 3.951 0.020 5.284  0.134

Results
total charge: 0
LUMO energy: -2.74 eV

=====

# 2
Molecular formula: C22H42F2N4O20S3
Method: DFT, ωB97M-V/def2-TZVPD

Last column: Löwdin charge in e.
Positions of all 93 atoms, in Å:
O 0.085 -27.018 -13.832  0.103
C -0.992 -26.725 -13.232  -0.441
O -1.987 -25.874 -13.667  0.038
C -2.856 -25.538 -12.551  -0.021
C -2.683 -26.821 -11.663  -0.347
F -3.553 -27.746 -12.014  0.107
O -1.416 -27.204 -12.045  0.123
H -2.589 -24.595 -12.073  0.134
H -3.850 -25.557 -12.997  0.136
H -2.785 -26.669 -10.589  0.170
O -4.756 -16.846 -25.671  0.101
C -5.107 -16.551 -24.489  -0.531
O -5.613 -15.411 -24.135  0.108
C -5.641 -15.238 -22.778  -0.072
C -5.332 -16.642 -22.274  -0.320
F -6.364 -17.178 -21.627  0.097
O -5.179 -17.379 -23.458  0.156
H -4.848 -14.524 -22.558  0.143
H -6.548 -14.923 -22.262  0.148
H -4.417 -16.722 -21.686  0.170
C -5.737 -25.968 -19.722  0.044
N -6.621 -24.743 -19.483  -0.408
O -5.946 -23.700 -19.342  0.029
O -7.850 -24.911 -19.456  0.054
H -5.144 -26.111 -18.819  0.100
H -5.238 -25.719 -20.659  0.093
H -6.329 -26.820 -20.055  0.088
C -12.387 -20.272 -20.018  0.012
N -13.480 -20.157 -19.109  -0.459
O -14.367 -20.930 -19.270  0.092
O -13.481 -19.283 -18.203  0.036
H -12.145 -21.269 -20.387  0.107
H -11.557 -19.935 -19.397  0.102
H -12.488 -19.583 -20.856  0.110
C -5.864 -19.040 -14.582  0.031
N -7.189 -19.543 -14.223  -0.473
O -7.416 -20.682 -14.496  0.083
O -7.938 -18.760 -13.633  0.052
H -5.867 -18.025 -14.184  0.097
H -5.878 -18.886 -15.661  0.104
H -5.138 -19.765 -14.217  0.106
C -2.713 -34.658 -17.015  0.053
N -2.527 -33.251 -16.469  -0.447
O -2.180 -33.207 -15.311  0.058
O -2.817 -32.277 -17.160  0.050
H -3.036 -34.540 -18.050  0.089
H -3.579 -35.049 -16.482  0.099
H -1.745 -35.149 -16.910  0.098
O -8.459 -32.457 -20.726  -0.365
S -8.065 -33.350 -21.862  0.760
O -7.387 -34.683 -21.823  -0.376
C -9.696 -33.669 -22.698  -0.213
C -9.473 -33.123 -24.061  -0.260
C -8.514 -31.938 -24.039  -0.206
C -7.281 -32.482 -23.208  -0.225
H -10.421 -33.008 -22.223  0.103
H -9.867 -34.734 -22.542  0.105
H -8.930 -33.847 -24.668  0.120
H -10.431 -32.803 -24.469  0.119
H -8.952 -30.990 -23.727  0.117
H -8.041 -31.782 -25.009  0.109
H -6.705 -31.602 -22.923  0.108
H -6.798 -33.221 -23.847  0.104
O -3.876 -24.556 -28.734  -0.335
S -3.050 -25.323 -27.787  0.726
O -3.629 -26.023 -26.619  -0.367
C -2.046 -26.489 -28.778  -0.218
C -0.923 -25.560 -29.367  -0.195
C -0.604 -24.335 -28.468  -0.222
C -1.533 -24.357 -27.270  -0.217
H -2.738 -26.979 -29.463  0.098
H -1.672 -27.295 -28.147  0.095
H 0.005 -26.092 -29.579  0.106
H -1.369 -25.256 -30.313  0.106
H -0.696 -23.384 -28.994  0.111
H 0.433 -24.306 -28.134  0.109
H -1.862 -23.365 -26.960  0.101
H -1.069 -24.859 -26.421  0.102
O 4.436 -21.690 -19.990  -0.338
S 3.674 -22.407 -20.942  0.679
O 4.334 -22.969 -22.117  -0.332
C 2.669 -23.576 -19.907  -0.203
C 1.230 -23.173 -20.099  -0.253
C 1.054 -21.706 -20.397  -0.220
C 2.230 -21.258 -21.331  -0.175
H 3.000 -23.481 -18.873  0.106
H 2.931 -24.515 -20.394  0.096
H 0.832 -23.675 -20.981  0.116
H 0.630 -23.467 -19.237  0.120
H 0.939 -21.187 -19.445  0.111
H 0.120 -21.540 -20.934  0.108
H 2.662 -20.257 -21.345  0.097
H 1.941 -21.595 -22.326  0.088

Results
total charge: 0
SMILES: O=C1OC[C@@H](F)O1.O=C1OC[C@@H](F)O1.C[N+](=O)[O-].C[N+](=O)[O-].C[N+](=O)[O-].C[N+](=O)[O-].O=S1(=O)CCCC1.O=S1(=O)CCCC1.O=S1(=O)CCCC1
LUMO energy: -0.06 eV

=====

# 3
Molecular formula: C22H42GeIrN3O2
Method: DFT, ωB97M-V/def2-TZVPD

Last column: Löwdin charge in e.
Positions of all 71 atoms, in Å:
Ir 0.556 -0.139 0.043  1.113
C 4.862 -1.416 3.026  0.007
O 4.368 -1.141 1.692  0.047
C 3.087 -1.075 1.448  -0.563
O 2.691 -0.844 0.305  -0.050
N 2.212 -1.270 2.468  0.048
N 0.841 -1.194 2.177  0.015
H 5.941 -1.387 2.941  0.112
H 4.553 -2.411 3.345  0.108
H 4.527 -0.646 3.720  0.105
H 2.505 -1.549 3.390  0.151
H 0.379 -0.591 2.852  0.115
H 0.424 -2.123 2.220  0.107
C -1.053 2.584 2.785  -0.045
C 0.120 3.533 2.509  -0.358
C 1.439 2.986 3.085  -0.031
C 0.270 3.877 1.064  -0.040
C 0.158 5.298 0.720  0.101
C 0.354 5.780 -0.549  -0.014
C 0.696 4.861 -1.513  0.105
C 0.829 3.424 -1.246  -0.039
C 1.308 2.584 -2.388  -0.347
C 2.721 2.031 -2.105  -0.021
C 0.327 1.482 -2.820  -0.045
C 0.562 2.950 0.048  -0.247
N 0.696 1.628 0.346  -0.096
H -1.174 2.494 3.865  0.097
H -0.878 1.596 2.364  0.023
H -1.990 2.961 2.374  0.092
H -0.094 4.470 3.025  0.136
H 1.743 2.064 2.581  0.058
H 1.295 2.782 4.146  0.094
H 2.252 3.707 2.990  0.095
H -0.087 5.987 1.520  0.142
H 0.261 6.832 -0.778  0.136
H 0.889 5.197 -2.525  0.142
H 1.395 3.261 -3.239  0.136
H 2.722 1.301 -1.295  0.048
H 3.419 2.829 -1.850  0.096
H 3.086 1.540 -3.007  0.101
H 0.285 0.649 -2.109  -0.002
H 0.663 1.067 -3.769  0.109
H -0.689 1.857 -2.944  0.082
C -3.033 -3.669 -3.460  -0.094
C -3.347 -2.423 -2.642  -0.277
C -2.317 -1.314 -2.841  -0.287
C -2.547 -0.105 -1.919  -0.356
Ge -1.889 -0.274 -0.101  0.799
C -2.105 -2.032 0.719  -0.374
C -1.205 -3.124 0.126  -0.328
C -1.446 -4.507 0.715  -0.262
C -0.551 -5.575 0.099  -0.095
H -3.780 -4.447 -3.306  0.080
H -2.057 -4.083 -3.191  0.066
H -3.010 -3.440 -4.527  0.082
H -3.415 -2.687 -1.583  0.082
H -4.332 -2.036 -2.918  0.121
H -2.359 -0.990 -3.883  0.117
H -1.307 -1.726 -2.707  0.094
H -3.615 0.091 -1.785  0.076
H -2.112 0.808 -2.331  0.020
H -2.694 0.742 0.743  -0.035
H -3.163 -2.279 0.590  0.074
H -1.948 -1.924 1.797  0.055
H -0.138 -2.865 0.275  0.073
H -1.349 -3.175 -0.957  0.082
H -2.498 -4.764 0.558  0.122
H -1.297 -4.470 1.800  0.110
H -0.702 -5.637 -0.981  0.075
H -0.763 -6.559 0.516  0.081
H 0.507 -5.363 0.278  0.073

Results
multiplicity: 5
total charge: +2
LUMO energy (alpha / beta): -6.61 / -9.72 eV

=====

# 4
Molecular formula: C22H42HgO16S5
Method: DFT, ωB97M-V/def2-TZVPD

Last column: Löwdin charge in e.
Positions of all 86 atoms, in Å:
Hg 0.066 -0.047 -0.117  1.253
O 1.626 1.890 3.303  0.085
C 1.101 1.063 2.347  -0.800
O 1.335 1.385 1.153  -0.077
O 0.456 0.071 2.722  -0.025
H 1.340 1.454 4.110  0.100
O -1.196 -1.417 -3.882  0.089
C -0.835 -1.020 -2.629  -0.818
O -1.632 -0.294 -1.990  -0.045
O 0.276 -1.391 -2.189  -0.062
H -2.091 -1.073 -3.967  0.106
C 2.404 -4.587 1.473  -0.201
C 2.816 -3.830 2.746  -0.201
C 2.665 -2.349 2.453  -0.201
S 3.170 -2.140 0.730  0.682
O 4.527 -1.708 0.634  -0.302
O 2.105 -1.436 0.069  -0.370
C 3.005 -3.861 0.261  -0.207
H 1.309 -4.531 1.407  0.093
H 2.627 -5.651 1.500  0.116
H 3.851 -4.082 2.998  0.118
H 2.192 -4.111 3.593  0.120
H 3.242 -1.654 3.055  0.114
H 1.621 -2.029 2.400  0.083
H 4.012 -4.266 0.112  0.105
H 2.487 -3.982 -0.686  0.104
C -4.586 2.424 2.147  -0.212
C -3.775 2.418 3.443  -0.226
C -2.505 1.644 3.193  -0.203
S -3.024 0.290 2.129  0.684
O -3.288 -0.865 2.949  -0.299
O -2.097 0.202 1.037  -0.379
C -4.554 1.026 1.553  -0.199
H -4.057 3.091 1.456  0.098
H -5.574 2.855 2.288  0.118
H -4.386 1.975 4.239  0.120
H -3.600 3.431 3.812  0.117
H -2.081 1.179 4.077  0.111
H -1.777 2.189 2.592  0.105
H -5.339 0.406 1.989  0.106
H -4.593 1.039 0.468  0.111
C 0.162 5.111 -1.945  -0.211
C -0.435 5.844 -0.733  -0.204
C -0.856 4.715 0.196  -0.218
S -1.552 3.443 -0.867  0.677
O -2.986 3.557 -0.911  -0.310
O -0.984 2.188 -0.459  -0.375
C -0.803 4.024 -2.385  -0.207
H 1.069 4.605 -1.592  0.115
H 0.470 5.777 -2.747  0.121
H -1.278 6.495 -0.970  0.118
H 0.372 6.421 -0.285  0.115
H -1.567 4.875 1.003  0.104
H 0.048 4.274 0.625  0.110
H -1.626 4.431 -2.978  0.109
H -0.379 3.188 -2.937  0.099
C 4.640 0.241 -3.256  -0.226
C 4.938 0.770 -1.867  -0.215
C 3.930 1.846 -1.468  -0.189
S 2.524 1.562 -2.540  0.687
O 2.500 2.620 -3.524  -0.316
O 1.371 1.248 -1.743  -0.368
C 3.139 0.104 -3.367  -0.212
H 5.163 -0.696 -3.454  0.118
H 5.045 0.921 -4.014  0.118
H 5.994 1.013 -1.727  0.120
H 4.864 -0.050 -1.142  0.089
H 4.257 2.873 -1.602  0.106
H 3.582 1.683 -0.449  0.097
H 2.719 0.072 -4.368  0.115
H 2.791 -0.777 -2.825  0.099
C -3.521 -4.078 -0.555  -0.209
C -2.334 -4.190 -1.528  -0.203
C -1.077 -4.257 -0.678  -0.194
S -1.478 -3.329 0.846  0.686
O -0.646 -2.157 0.826  -0.378
O -1.473 -4.228 1.965  -0.298
C -3.160 -2.919 0.354  -0.220
H -3.582 -4.990 0.047  0.119
H -4.452 -3.949 -1.102  0.118
H -2.331 -3.312 -2.179  0.105
H -2.451 -5.034 -2.209  0.117
H -0.278 -3.641 -1.099  0.082
H -0.708 -5.248 -0.427  0.105
H -3.099 -1.956 -0.159  0.097
H -3.764 -2.800 1.251  0.100

Results
total charge: 0
relative energy (zero: lowest compared OMol25 entry of this formula, charge and spin): 0.085 eV
LUMO energy: 0.54 eV

=====

# 5
Molecular formula: C22H42IrNP3Se
Method: DFT, ωB97M-V/def2-TZVPD

Last column: Löwdin charge in e.
Positions of all 70 atoms, in Å:
Ir -1.070 0.810 -0.169  0.863
P -2.340 1.042 1.749  0.702
P -1.122 1.606 -2.236  0.607
P 0.740 1.842 0.946  0.708
H 1.229 -2.211 0.661  0.013
C 1.318 -1.603 1.566  -0.088
C 0.354 -1.583 2.490  -0.003
H -0.542 -2.128 2.344  0.050
C -3.628 -0.214 2.121  -0.193
C -3.253 2.490 1.091  -0.217
C -1.810 1.492 3.443  -0.195
C 0.137 1.163 -3.407  -0.206
C -2.697 1.112 -2.917  -0.210
C -1.070 3.373 -1.979  -0.212
C 1.634 1.545 2.578  -0.190
C 0.173 3.578 1.315  -0.212
C 2.183 2.163 -0.156  -0.239
H 2.115 -0.851 1.491  0.035
H 0.304 -0.830 3.237  0.037
H -3.163 -1.194 2.300  0.067
H -4.359 -0.285 1.304  0.059
H -4.141 0.111 3.035  0.084
H -3.547 2.298 0.050  0.037
H -2.618 3.380 1.144  0.047
H -4.137 2.619 1.714  0.090
H -1.266 0.654 3.898  0.059
H -2.745 1.659 4.001  0.091
H -1.212 2.410 3.464  0.041
H -0.165 1.576 -4.376  0.098
H 0.248 0.076 -3.434  0.056
H 1.106 1.547 -3.076  0.057
H -2.767 1.515 -3.927  0.089
H -3.551 1.436 -2.325  0.063
H -2.786 0.027 -2.960  0.056
H -1.337 3.850 -2.923  0.095
H -0.068 3.690 -1.694  0.047
H -1.738 3.722 -1.192  0.048
H 2.292 2.423 2.742  0.087
H 2.240 0.627 2.551  0.040
H 0.924 1.505 3.421  0.047
H 1.054 4.162 1.621  0.090
H -0.535 3.602 2.155  0.036
H -0.277 4.034 0.423  0.030
H 2.957 2.690 0.425  0.082
H 1.875 2.781 -1.014  0.047
H 2.599 1.196 -0.503  -0.040
C 4.287 -2.163 -1.303  -0.622
C 4.245 -2.974 -0.129  -0.080
C 5.270 -3.809 0.183  -0.016
C 6.397 -3.909 -0.599  0.072
C 6.483 -3.116 -1.768  0.040
C 5.443 -2.268 -2.088  -0.062
Se 2.861 -1.135 -1.695  1.142
H -0.040 0.136 -1.120  -0.047
H 3.354 -2.897 0.479  0.079
H 5.192 -4.418 1.100  0.155
H 7.203 -4.572 -0.349  0.147
H 7.349 -3.184 -2.389  0.138
H 5.492 -1.665 -2.982  0.125
C -3.518 -3.581 -1.004  0.020
C -2.193 -3.744 -0.605  0.027
C -1.397 -2.598 -0.366  -0.085
N -1.892 -1.346 -0.478  -0.074
C -3.181 -1.223 -0.796  -0.211
C -4.016 -2.301 -1.126  0.016
H -4.157 -4.426 -1.244  0.148
H -1.767 -4.722 -0.474  0.131
H -0.380 -2.752 -0.024  0.082
H -3.560 -0.199 -0.779  0.076
H -5.014 -2.038 -1.433  0.137

Results
multiplicity: 6
total charge: +4
relative energy (zero: lowest compared OMol25 entry of this formula, charge and spin): 0.656 eV
LUMO energy (alpha / beta): -11.81 / -15.57 eV

=====

Results for M: 1401.9, 816.8, 645.4, 923.5, 684.7 (in g/mol, following the order of the records).